The following is a DFT calculation (ωB97M-V with the def2-TZVPD basis set) of C27H33O2Sn as an isolated structure in a non-equilibrium geometry.

The spin multiplicity is 1. The maximum force is 2.87 eV/Å. For the LUMO energy, the calculation gives 2.036 eV. The total energy is -38454.984 eV. The total charge is -1.

```
63
C27H33O2Sn ωB97M-V with the def2-TZVPD basis set
O -3.86199 -0.71186 -4.29051
C -3.31373 -0.95713 -5.62945
C -4.63443 -0.74008 -6.35399
H -2.94119 -1.98185 -5.73175
H -2.55314 -0.21687 -5.89201
C -5.17153 -0.54703 -4.91374
H -5.02216 -1.60922 -6.88154
H -4.67356 0.15027 -6.97826
C -6.16114 -1.63071 -4.54159
H -5.78436 -2.63283 -4.78009
H -7.09634 -1.48501 -5.10171
H -6.41470 -1.57279 -3.47681
C -5.75398 0.82521 -4.67486
H -5.05698 1.61073 -4.98921
H -6.00690 0.94301 -3.61405
H -6.68339 0.93940 -5.24993
Sn 1.31917 0.14495 1.54195
C 1.69390 3.06348 2.46513
C 2.71718 2.26402 1.87852
C 2.35022 2.02773 0.49315
H 3.68027 1.99915 2.31375
C 1.10808 2.73122 0.25871
C 0.71901 3.34025 1.47263
H -0.15739 3.97356 1.60546
H 1.69835 3.45191 3.48345
H 3.01965 1.63755 -0.27234
H 0.64647 2.87099 -0.71766
C 0.56419 -0.06850 4.28328
C -0.53961 0.75522 3.93344
C -1.23733 0.16343 2.85258
H -0.83022 1.67194 4.44917
C -0.54233 -1.04357 2.47491
C 0.56071 -1.20504 3.41185
H 1.18263 -2.09178 3.50134
H 1.24807 0.07881 5.11969
H -2.19034 0.48681 2.42964
H -0.92506 -1.82291 1.81814
O -0.01144 -0.07149 -0.42366
C -1.37616 0.32910 -0.73318
C -1.47164 0.25973 -2.24410
H -1.52754 1.33248 -0.31348
H -2.05098 -0.38156 -0.23568
C -0.46536 -0.82999 -2.62282
H -1.11352 1.22084 -2.63763
H -2.47911 0.06170 -2.61885
C 0.63865 -0.65423 -1.59459
H -0.09810 -0.76899 -3.65411
H -0.92768 -1.81070 -2.45118
H 1.41307 0.05599 -1.92595
H 1.11761 -1.58958 -1.26637
C 3.18306 -0.95599 1.61416
C 4.04846 -0.97645 2.49905
C 4.98966 -0.97780 3.56098
C 6.12544 -0.14739 3.49103
C 7.00328 -0.08863 4.57297
C 6.75910 -0.86231 5.71817
C 5.61993 -1.67913 5.79425
C 4.73643 -1.74293 4.71990
H 6.29298 0.42705 2.57686
H 7.88921 0.54762 4.51070
H 7.46930 -0.84462 6.54635
H 5.43010 -2.28550 6.68236
H 3.84914 -2.37965 4.73750
```

These are the Mulliken partial charges, in e, on atoms 1 to 2: -0.37, -0.44